{"formula": "C44H114BN10O20", "method": "wB97M-V/def2-TZVPD", "homo_energy_ev": [0.42, -3.50], "mol_weight_g_mol": 1114.258, "total_charge": -2, "lumo_ev": [3.7, 3.7], "s2": 0.75, "energy_ha": -3821.97519, "multiplicity": 2, "elements": ["O", "C", "O", "B", "O", "C", "O", "O", "C", "O", "C", "O", "O", "C", "C", "C", "O", "C", "N", "H", "H", "H", "H", "H", "H", "H", "H", "H", "H", "H", "C", "C", "C", "O", "C", "N", "H", "H", "H", "H", "H", "H", "H", "H", "H", "H", "H", "C", "C", "C", "O", "C", "N", "H", "H", "H", "H", "H", "H", "H", "H", "H", "H", "H", "C", "C", "C", "O", "C", "N", "H", "H", "H", "H", "H", "H", "H", "H", "H", "H", "H", "C", "C", "C", "O", "C", "N", "H", "H", "H", "H", "H", "H", "H", "H", "H", "H", "H", "C", "C", "C", "O", "C", "N", "H", "H", "H", "H", "H", "H", "H", "H", "H", "H", "H", "C", "C", "C", "O", "C", "N", "H", "H", "H", "H", "H", "H", "H", "H", "H", "H", "H", "C", "C", "C", "O", "C", "N", "H", "H", "H", "H", "H", "H", "H", "H", "H", "H", "H", "C", "C", "C", "O", "C", "N", "H", "H", "H", "H", "H", "H", "H", "H", "H", "H", "H", "C", "C", "C", "O", "C", "N", "H", "H", "H", "H", "H", "H", "H", "H", "H", "H", "H", "O", "H", "H", "O", "H", "H"], "positions_angstrom": [[1.8222, -2.3796, 0.8495], [1.1161, -1.3398, 0.9801], [0.4213, -0.9875, 2.0419], [-0.3862, 0.2666, 1.6730], [0.0883, 0.6368, 0.3494], [0.9619, -0.2242, -0.0652], [1.5874, -0.1968, -1.1508], [-0.0564, 1.3733, 2.6760], [-1.1341, 2.0765, 2.8962], [-1.2530, 3.1098, 3.4946], [-2.3713, 1.2733, 2.3721], [-1.8962, 0.2018, 1.7662], [-3.6247, 1.5676, 2.4443], [-3.6372, 1.5033, -1.1851], [-3.5097, 2.0404, -2.6353], [-3.2397, 0.9465, -3.6971], [-2.7798, 1.4275, -4.9521], [-1.3625, 1.8168, -4.9091], [-4.8038, 2.7243, -2.8388], [-4.3426, 0.6726, -1.1599], [-3.8057, 2.1486, -0.3229], [-2.7007, 0.9987, -0.9478], [-2.8338, 2.8597, -2.8803], [-4.2679, 0.5852, -3.7170], [-2.5588, 0.1385, -3.4297], [-1.2665, 2.7450, -4.3458], [-1.0218, 2.0253, -5.9233], [-0.7758, 0.9402, -4.6344], [-4.7831, 3.0439, -3.7966], [-5.4269, 1.9304, -2.8789], [-1.1236, 4.8308, 0.6628], [-1.1244, 5.9524, -0.3471], [-0.7734, 5.4836, -1.7702], [-1.2205, 6.4601, -2.7009], [-0.5545, 6.2293, -3.8724], [-2.4084, 6.5819, -0.3328], [-1.2211, 5.2237, 1.6748], [-0.2525, 4.2003, 0.4842], [-1.9687, 4.1736, 0.4576], [-0.3136, 6.6152, -0.0452], [-1.2837, 4.5294, -1.9012], [0.2977, 5.2846, -1.7349], [-0.8431, 5.3032, -4.3694], [0.5101, 6.0736, -3.6982], [-0.6518, 7.0273, -4.6085], [-3.0066, 5.7812, -0.4786], [-2.4465, 6.8145, 0.6493], [1.9442, 5.0340, -6.8719], [2.6523, 4.1801, -5.8238], [2.0182, 4.1390, -4.4440], [2.6102, 3.1659, -3.5500], [1.8679, 3.1644, -2.3494], [2.7262, 2.7878, -6.3162], [1.8527, 6.0449, -6.4746], [0.9746, 4.5819, -7.0808], [2.2973, 5.0007, -7.9026], [3.6906, 4.4839, -5.6904], [0.9377, 4.0001, -4.4818], [2.4535, 5.0837, -4.1181], [2.1590, 4.0483, -1.7820], [2.2120, 2.2703, -1.8295], [0.8003, 2.9827, -2.4725], [2.9181, 2.2022, -5.5160], [3.5261, 2.5782, -6.8962], [4.4808, 3.0116, 1.9024], [3.3137, 2.0842, 2.3387], [3.6064, 0.5982, 2.3047], [4.3679, 0.2162, 3.3958], [4.4764, -1.1559, 3.7261], [2.5416, 2.5669, 3.4560], [4.7669, 2.9808, 0.8510], [5.3750, 2.9769, 2.5247], [4.1502, 4.0502, 1.8968], [2.7414, 2.1754, 1.4155], [4.0767, 0.3274, 1.3594], [2.6523, 0.0805, 2.4036], [3.6366, -1.5534, 4.2960], [5.2805, -1.3276, 4.4418], [4.7404, -1.7425, 2.8461], [3.0065, 2.2070, 4.2773], [1.6402, 2.1301, 3.3268], [2.1868, -4.2702, 3.7475], [2.3190, -5.8076, 3.7460], [1.0058, -6.5360, 3.8570], [0.4088, -6.3685, 5.1636], [-0.9556, -6.7558, 5.1448], [2.8999, -6.1684, 2.4905], [3.1483, -3.7727, 3.8744], [1.5425, -3.9167, 4.5525], [1.5840, -4.0439, 2.8679], [2.9257, -6.2168, 4.5538], [1.3071, -7.5714, 3.6978], [0.2534, -6.2423, 3.1251], [-1.4437, -6.5136, 4.2007], [-1.5980, -6.1472, 5.7812], [-1.1191, -7.8039, 5.3953], [2.1426, -6.0431, 1.8342], [3.5167, -5.4278, 2.1883], [-5.8181, -0.8230, 4.9724], [-6.5351, -0.5344, 3.5225], [-6.9606, 0.9634, 3.3891], [-7.9793, 1.2559, 4.3507], [-9.2199, 1.0601, 3.7448], [-5.5351, -0.9160, 2.5533], [-5.7669, -1.8999, 5.1329], [-6.3415, -0.3759, 5.8175], [-4.8290, -0.3677, 5.0249], [-7.3449, -1.2623, 3.4725], [-7.1910, 1.2432, 2.3611], [-6.1161, 1.5827, 3.6916], [-9.3062, 1.9372, 3.1034], [-9.9763, 1.2051, 4.5161], [-9.2675, 0.1362, 3.1684], [-5.0075, -1.6488, 3.0058], [-4.9841, -0.0721, 2.6187], [-4.0990, -3.4085, 0.3027], [-2.8047, -3.3924, -0.5598], [-2.9940, -4.0991, -1.9423], [-3.8213, -3.3297, -2.8732], [-3.7065, -3.7480, -4.2770], [-2.2909, -2.0929, -0.7428], [-4.4351, -4.4329, 0.4631], [-4.9579, -2.9352, -0.1730], [-3.9747, -2.9522, 1.2848], [-2.0366, -3.9930, -0.0726], [-3.4639, -5.0745, -1.8163], [-2.0226, -4.3389, -2.3748], [-4.2705, -3.0340, -4.8771], [-4.1093, -4.7553, -4.3830], [-2.7408, -3.5542, -4.7438], [-3.0286, -1.7036, -1.3124], [-2.3412, -1.5084, 0.0794], [-1.3938, 1.5580, 6.4418], [-2.0732, 0.2266, 6.2333], [-1.0480, -0.9249, 5.9503], [-1.8520, -2.0544, 5.5284], [-1.0485, -3.1729, 5.3103], [-2.7561, 0.1234, 7.5074], [-1.0448, 1.7437, 7.4576], [-2.0265, 2.4033, 6.1712], [-0.5221, 1.7539, 5.8174], [-2.7964, 0.1997, 5.4181], [-0.4866, -0.9774, 6.8831], [-0.4017, -0.7613, 5.0880], [-0.5322, -3.2471, 4.3532], [-1.7233, -4.0167, 5.4546], [-0.3412, -3.4417, 6.0949], [-3.2140, -0.7721, 7.5993], [-2.0696, -0.0871, 8.2177], [1.8548, -2.7386, -4.8773], [0.9287, -3.0915, -3.6752], [1.6253, -3.8924, -2.5803], [2.1526, -5.0417, -3.2384], [2.2892, -6.1644, -2.3724], [0.3953, -1.8018, -3.2162], [1.4337, -2.0423, -5.6025], [2.3131, -3.5215, -5.4815], [2.7676, -2.2687, -4.5110], [0.0603, -3.6347, -4.0479], [0.7812, -4.0724, -1.9146], [2.3605, -3.2380, -2.1119], [1.4812, -6.8951, -2.4071], [2.2993, -5.9511, -1.3035], [3.2282, -6.6447, -2.6476], [-0.4584, -1.9150, -2.6885], [1.0226, -1.2754, -2.6250], [8.4402, 0.9602, -4.0132], [7.3530, 0.7332, -4.9700], [5.9605, 1.1524, -4.3608], [5.6523, 0.1731, -3.3227], [4.3751, 0.1844, -2.7983], [7.7188, 1.4266, -6.1608], [9.4328, 0.6015, -4.2855], [8.2130, 0.4239, -3.0918], [8.4675, 2.0220, -3.7684], [7.2185, -0.3208, -5.2132], [5.2886, 1.1565, -5.2191], [6.0283, 2.1589, -3.9478], [4.2685, -0.5556, -2.0052], [3.4910, 0.0759, -3.4266], [4.1464, 1.1925, -2.4526], [8.3805, 0.8393, -6.6480], [8.2639, 2.2643, -6.0150], [4.4224, -4.1021, 0.9602], [3.5864, -4.2074, 0.5059], [4.6825, -3.1992, 0.7779], [0.7922, 4.8048, 3.0159], [1.4731, 4.1369, 2.9348], [0.0229, 4.3268, 3.3256]], "forces_ev_per_a": [[-0.5, 0.4, 0.8], [1.5, 1.3, -4.9], [-3.1, 1.7, 2.1], [2.0, -1.3, 0.0], [-2.8, 2.5, 1.4], [3.2, -5.5, 0.9], [-0.2, 0.9, -0.2], [-0.6, 0.2, -0.3], [-1.2, -0.5, 0.5], [0.0, 0.2, 0.2], [-4.0, 0.2, -0.8], [0.0, 0.4, 0.3], [5.3, -1.0, 0.1], [2.1, -1.0, -0.6], [-0.2, 1.1, 0.9], [-0.1, 0.2, 0.8], [0.3, 0.7, -0.2], [-1.4, -0.6, -0.7], [0.1, -0.6, -0.8], [-0.5, 0.1, -0.1], [-0.4, 0.5, -0.6], [0.3, -0.1, 0.2], [0.8, -0.1, 1.0], [0.1, -0.9, -1.2], [0.0, 0.0, 0.7], [0.4, -0.3, 0.4], [-0.5, 0.1, -0.2], [0.2, 0.3, 0.8], [-0.2, 0.4, -0.4], [-1.0, 0.0, 0.2], [0.2, -0.8, -0.9], [1.3, -0.5, -0.6], [-1.1, 0.2, 1.9], [0.4, -0.3, 0.9], [1.1, -0.3, -1.5], [0.0, 0.9, 0.1], [0.4, -0.3, -0.1], [0.3, 0.0, 0.7], [-0.3, -0.1, 0.0], [-0.2, 0.6, 0.0], [-0.2, -0.3, -0.6], [0.1, 0.2, -0.7], [-0.5, -0.3, -0.1], [0.2, 0.4, 0.1], [-0.3, 0.3, 0.2], [-0.9, 0.2, 0.1], [-1.0, 0.3, 0.3], [-0.8, -0.3, 0.6], [1.2, -2.5, -1.4], [1.7, 0.3, 0.1], [-0.9, 0.5, -1.9], [1.1, -1.2, 0.6], [-0.3, -0.6, 0.1], [-0.2, 0.2, -0.4], [-0.5, 0.2, 0.7], [1.1, 0.2, 0.3], [0.1, 0.7, 0.1], [0.0, 0.3, 0.1], [-1.4, 0.7, 0.9], [-0.5, 0.2, 0.2], [0.0, 0.0, 0.3], [-0.1, 0.5, -0.2], [-0.3, -0.2, 0.4], [0.1, 0.6, -0.5], [0.1, 0.7, 0.6], [1.0, 0.5, -2.7], [-0.9, -0.4, 0.2], [1.7, -0.1, 1.9], [0.3, 0.2, -0.1], [0.7, -0.1, -0.4], [0.1, -1.1, -0.1], [0.1, -0.2, 0.1], [-0.4, 0.1, 0.7], [-1.0, 0.0, 0.1], [0.1, -0.1, -0.2], [-0.3, -0.1, -0.5], [-0.7, 0.0, -0.7], [0.5, 0.6, -0.1], [-0.5, -0.3, -0.1], [-0.3, 0.0, 0.5], [-0.2, -0.2, 0.6], [-1.1, -0.8, 1.3], [-0.3, 1.5, 0.7], [-0.1, -0.2, 1.0], [-0.5, 0.0, -0.6], [-0.4, 0.5, -0.1], [0.2, -0.9, -1.1], [-0.1, 0.0, -0.7], [0.2, -0.1, 0.4], [0.7, 0.6, -0.4], [0.2, 0.3, 0.2], [-0.5, -0.5, -0.1], [0.2, 0.2, -0.4], [0.3, -0.4, -0.6], [0.6, 0.0, 0.8], [0.2, -0.2, -0.1], [-0.2, -0.3, -0.6], [0.6, 0.0, 0.2], [-1.5, 1.1, -0.8], [0.8, -0.5, 2.7], [1.0, -1.1, 1.3], [0.8, -0.6, -0.4], [-0.1, 1.5, 0.2], [-0.5, 0.8, -0.5], [0.2, 0.0, -0.1], [-0.4, -0.1, 0.0], [0.1, -0.2, -0.4], [-0.6, 0.4, 0.0], [-0.5, -0.1, -0.1], [0.2, -0.1, -0.1], [-0.7, -0.2, -0.8], [-0.2, -0.6, 0.0], [-0.3, -0.1, 0.2], [0.4, -0.1, -0.3], [1.3, -0.1, -0.9], [0.0, -0.7, -0.4], [-1.1, -1.6, 0.3], [-0.5, 0.4, -0.3], [1.0, -0.5, -0.6], [-0.4, 1.2, 1.3], [-0.2, 1.4, -1.2], [0.1, -0.3, 0.1], [0.2, 0.4, -0.2], [0.3, 0.1, -0.1], [0.0, -0.3, 0.3], [-0.3, -0.2, 0.3], [0.3, 0.5, -0.2], [-0.8, -0.1, 0.4], [0.3, -0.1, -0.2], [0.7, -0.8, 0.7], [0.1, 0.9, -0.6], [0.3, -0.2, 0.6], [1.0, 1.5, -1.4], [1.4, 0.0, 0.1], [-2.1, 0.9, -1.0], [1.1, 0.8, 1.4], [-0.6, -1.8, 0.5], [-1.0, -1.8, 0.8], [-0.2, -0.4, 0.2], [-0.4, -0.2, 0.2], [0.2, -0.4, -0.3], [0.0, 0.3, 0.0], [0.3, -1.0, 0.1], [0.4, 0.7, 0.2], [-0.2, 0.4, -0.2], [-0.2, -0.2, -0.8], [0.5, 0.8, 0.3], [-1.0, -0.4, -0.7], [0.8, 0.8, 0.3], [0.9, -0.2, 0.0], [0.3, 1.7, -1.3], [-1.1, 0.8, -1.6], [-0.2, -0.7, 1.5], [0.4, 0.0, -0.1], [-0.4, -0.5, -0.5], [-0.5, 0.1, 0.4], [-0.5, -0.8, 0.2], [0.0, 0.5, 0.4], [0.0, -0.4, 0.0], [0.4, -0.6, 0.7], [0.3, -0.3, 0.3], [-0.4, 0.0, -0.8], [0.4, 0.7, 0.1], [0.0, -0.2, 0.1], [-0.1, -0.1, 0.3], [0.4, 0.2, 0.4], [0.5, -0.7, 2.5], [-1.1, -0.1, 0.7], [1.1, -1.3, 0.1], [1.5, 0.4, -2.2], [-1.7, 1.3, 0.9], [-0.3, 0.3, -2.3], [0.0, 0.1, -0.5], [0.0, 0.1, 0.4], [0.2, 0.1, 0.0], [0.1, -0.1, 0.0], [-0.6, -0.2, 0.2], [-0.2, 0.2, 0.2], [0.3, 0.2, 0.0], [0.3, -0.7, -1.1], [0.2, 0.2, 0.9], [-0.1, -0.2, -0.4], [-0.3, 0.3, 0.5], [0.6, -0.5, 0.1], [-0.5, 0.5, -0.1], [-0.2, 0.3, 0.0], [0.2, 1.2, -0.2], [0.6, -0.3, 0.3], [-0.3, -0.3, 0.2]]}